Record 1
C2H3OPS in the gas phase at a distorted geometry, computed with wB97M-V/def2-TZVPD.

Cartesian coordinates (Å):
C (1.51, 0.17, 0.03)
C (0.21, 0.63, 0.32)
O (-0.69, -0.52, 0.55)
P (2.98, -0.27, -0.22)
S (-2.10, -0.73, -0.19)
H (-1.67, -1.75, -1.23)
H (0.10, 1.32, 1.15)
H (-0.34, 1.15, -0.42)

Results
Spin multiplicity: 3
HOMO-LUMO gap (spin up / spin down): 5.78 / 6.94 eV
E_HOMO (spin up / spin down): -5.43 / -9.63 eV
Relative energy (zero: lowest compared OMol25 entry of this formula, charge and spin): 401.4 kJ/mol
Expectation value of S²: 2.01

Just the natural (NBO) charges please, in e? Sure, here they are: atom 1 (C): -0.547, atom 2 (C): -0.236, atom 3 (O): -0.770, atom 4 (P): 0.538, atom 5 (S): 0.504, atom 6 (H): 0.075, atom 7 (H): 0.228, atom 8 (H): 0.208


Record 2
A molecular structure, C35H54F36N9O25S12 at a distorted geometry, computed with wB97M-V/def2-TZVPD.

Cartesian coordinates (Å):
C (7.89, 8.79, -4.42)
C (8.44, 8.56, -3.08)
C (8.23, 9.75, -2.08)
N (8.68, 9.53, -0.58)
C (8.47, 10.88, 0.22)
C (9.26, 10.81, 1.60)
C (10.70, 10.45, 1.45)
C (10.89, 9.12, 0.80)
C (10.20, 9.19, -0.55)
C (7.74, 8.50, 0.17)
H (6.91, 9.26, -4.35)
H (7.98, 7.94, -5.09)
H (8.39, 9.66, -4.83)
H (9.46, 8.25, -3.31)
H (7.96, 7.70, -2.61)
H (7.16, 9.94, -2.06)
H (8.55, 10.75, -2.38)
H (9.09, 11.59, -0.33)
H (7.45, 11.27, 0.27)
H (8.98, 11.77, 2.02)
H (8.86, 10.02, 2.24)
H (11.02, 11.22, 0.75)
H (11.24, 10.82, 2.32)
H (11.95, 8.89, 0.68)
H (10.47, 8.33, 1.43)
H (10.62, 9.95, -1.21)
H (10.45, 8.29, -1.12)
H (8.04, 8.43, 1.21)
H (7.92, 7.55, -0.33)
H (6.71, 8.83, 0.05)
C (8.02, 13.30, 7.71)
C (8.27, 11.90, 8.32)
C (7.22, 10.95, 7.57)
N (7.41, 9.49, 7.94)
C (7.07, 9.32, 9.46)
C (5.59, 9.47, 9.79)
C (4.76, 8.50, 8.97)
C (5.07, 8.53, 7.46)
C (6.57, 8.55, 7.04)
C (8.90, 9.14, 7.80)
H (8.10, 13.31, 6.62)
H (8.87, 13.98, 7.82)
H (7.09, 13.82, 7.96)
H (8.15, 11.83, 9.40)
H (9.30, 11.64, 8.09)
H (7.42, 11.00, 6.50)
H (6.18, 11.26, 7.66)
H (7.59, 10.09, 10.01)
H (7.35, 8.33, 9.81)
H (5.36, 10.51, 9.55)
H (5.33, 9.36, 10.84)
H (3.72, 8.77, 9.13)
H (4.83, 7.47, 9.34)
H (4.41, 9.24, 6.97)
H (4.67, 7.62, 7.00)
H (6.79, 8.76, 6.00)
H (6.98, 7.54, 7.08)
H (8.97, 8.11, 8.15)
H (9.59, 9.59, 8.52)
H (9.25, 9.36, 6.79)
C (4.60, 5.79, 0.36)
N (3.93, 5.90, 1.77)
C (3.67, 7.42, 2.20)
C (2.54, 5.16, 1.69)
C (4.87, 5.26, 2.88)
C (5.85, 6.22, 3.57)
O (6.66, 6.88, 2.56)
H (3.97, 6.21, -0.43)
H (4.72, 4.71, 0.29)
H (5.56, 6.31, 0.38)
H (4.52, 8.05, 1.92)
H (3.27, 7.49, 3.21)
H (3.05, 7.85, 1.41)
H (2.07, 5.56, 0.80)
H (2.02, 5.18, 2.65)
H (2.86, 4.14, 1.48)
H (5.41, 4.42, 2.45)
H (4.12, 4.80, 3.53)
H (6.53, 5.63, 4.19)
H (5.31, 6.92, 4.21)
H (7.59, 6.70, 2.70)
C (8.23, 3.64, 1.36)
F (7.66, 3.47, 2.60)
F (8.76, 2.44, 0.95)
F (7.43, 4.17, 0.46)
S (9.78, 4.80, 1.50)
O (10.93, 3.92, 1.74)
O (9.83, 5.54, 0.23)
N (9.27, 5.98, 2.72)
S (10.49, 6.14, 3.57)
O (10.56, 4.92, 4.44)
O (11.68, 6.42, 2.80)
C (10.19, 7.59, 4.82)
F (9.47, 7.24, 5.78)
F (11.36, 7.98, 5.26)
F (9.60, 8.61, 4.17)
C (7.12, 4.71, 7.35)
F (7.79, 5.66, 8.12)
F (5.86, 5.06, 7.04)
F (7.88, 4.63, 6.25)
S (7.09, 3.01, 8.31)
O (7.04, 1.99, 7.28)
O (8.29, 2.88, 9.09)
N (5.54, 3.00, 9.21)
S (5.93, 3.66, 10.55)
O (6.65, 2.79, 11.42)
O (6.40, 5.01, 10.33)
C (4.34, 3.95, 11.50)
F (4.47, 3.29, 12.72)
F (4.18, 5.23, 11.82)
F (3.28, 3.54, 10.78)
C (3.95, 5.23, -3.09)
F (2.92, 6.11, -3.39)
F (4.99, 5.79, -2.58)
F (3.40, 4.43, -2.12)
S (4.29, 4.10, -4.64)
O (4.95, 4.95, -5.58)
O (5.07, 3.02, -4.17)
N (2.69, 3.61, -5.19)
S (2.82, 3.06, -6.61)
O (2.14, 3.85, -7.61)
O (4.08, 2.41, -7.06)
C (1.55, 1.49, -6.37)
F (1.39, 0.93, -7.55)
F (2.29, 0.64, -5.64)
F (0.41, 1.78, -5.87)
C (3.81, 9.55, -1.90)
F (2.77, 9.49, -2.64)
F (3.70, 8.62, -0.92)
F (4.86, 9.37, -2.68)
S (4.04, 11.29, -1.03)
O (4.80, 12.02, -1.95)
O (2.69, 11.88, -0.80)
N (5.04, 10.83, 0.33)
S (4.28, 11.42, 1.55)
O (4.25, 12.89, 1.58)
O (2.96, 10.87, 1.85)
C (5.47, 10.98, 2.96)
F (5.29, 11.92, 3.94)
F (5.28, 9.76, 3.39)
F (6.68, 10.89, 2.54)
C (2.37, 5.77, 6.11)
F (3.64, 5.97, 5.86)
F (1.73, 6.88, 5.85)
F (1.82, 4.80, 5.34)
S (2.11, 5.29, 8.04)
O (3.24, 5.75, 8.76)
O (0.84, 5.96, 8.20)
N (2.07, 3.45, 7.94)
S (0.65, 3.12, 8.50)
O (0.60, 1.68, 8.73)
O (0.15, 3.91, 9.66)
C (-0.67, 3.44, 7.03)
F (-0.46, 4.53, 6.35)
F (-0.78, 2.43, 6.19)
F (-1.87, 3.49, 7.54)
C (5.32, 0.87, 4.44)
F (6.10, 0.38, 5.41)
F (6.17, 1.60, 3.71)
F (4.84, -0.08, 3.65)
S (3.86, 1.97, 5.31)
O (4.53, 3.07, 5.93)
O (2.93, 2.38, 4.27)
N (3.31, 0.88, 6.56)
S (2.46, -0.19, 5.73)
O (1.14, -0.31, 6.35)
O (2.30, -0.15, 4.28)
C (3.33, -1.86, 6.17)
F (3.58, -1.95, 7.53)
F (2.54, -2.94, 5.86)
F (4.54, -1.88, 5.56)

Results
HOMO-LUMO gap: 6.22 eV
E_HOMO: -3.13 eV
Total charge: -3

Mulliken population analysis, charges in e, atoms 1 to 99: atom 1 (C): -1.659, atom 2 (C): 0.152, atom 3 (C): -0.288, atom 4 (N): 1.104, atom 5 (C): -1.168, atom 6 (C): 0.417, atom 7 (C): -1.723, atom 8 (C): 0.353, atom 9 (C): -1.232, atom 10 (C): -0.437, atom 11 (H): 0.299, atom 12 (H): 0.394, atom 13 (H): 0.435, atom 14 (H): 0.380, atom 15 (H): 0.136, atom 16 (H): -0.377, atom 17 (H): 0.565, atom 18 (H): 0.419, atom 19 (H): 0.669, atom 20 (H): 0.807, atom 21 (H): -0.481, atom 22 (H): 0.605, atom 23 (H): 0.369, atom 24 (H): 0.563, atom 25 (H): -0.534, atom 26 (H): 0.507, atom 27 (H): 0.482, atom 28 (H): -0.148, atom 29 (H): 0.637, atom 30 (H): -0.226, atom 31 (C): -1.420, atom 32 (C): -0.098, atom 33 (C): -1.121, atom 34 (N): 1.097, atom 35 (C): -0.976, atom 36 (C): -1.007, atom 37 (C): -0.565, atom 38 (C): 0.863, atom 39 (C): -0.132, atom 40 (C): -1.442, atom 41 (H): 0.364, atom 42 (H): 0.408, atom 43 (H): 0.352, atom 44 (H): 0.232, atom 45 (H): 0.285, atom 46 (H): 0.373, atom 47 (H): 0.665, atom 48 (H): 0.404, atom 49 (H): 0.743, atom 50 (H): 0.400, atom 51 (H): 0.482, atom 52 (H): 0.519, atom 53 (H): -0.012, atom 54 (H): 0.518, atom 55 (H): -0.993, atom 56 (H): 0.592, atom 57 (H): -0.943, atom 58 (H): 0.362, atom 59 (H): 0.490, atom 60 (H): 0.443, atom 61 (C): -1.047, atom 62 (N): 0.910, atom 63 (C): -0.632, atom 64 (C): -0.878, atom 65 (C): -0.318, atom 66 (C): 0.446, atom 67 (O): 1.521, atom 68 (H): 0.346, atom 69 (H): 0.636, atom 70 (H): -0.182, atom 71 (H): -0.283, atom 72 (H): 0.265, atom 73 (H): 0.527, atom 74 (H): 0.258, atom 75 (H): 0.123, atom 76 (H): 0.538, atom 77 (H): -0.286, atom 78 (H): -0.037, atom 79 (H): 0.588, atom 80 (H): -0.271, atom 81 (H): -1.043, atom 82 (C): 0.596, atom 83 (F): -0.063, atom 84 (F): -0.228, atom 85 (F): -0.149, atom 86 (S): 0.845, atom 87 (O): -0.570, atom 88 (O): -0.697, atom 89 (N): -0.366, atom 90 (S): 0.813, atom 91 (O): -0.650, atom 92 (O): -0.684, atom 93 (C): 0.422, atom 94 (F): -0.118, atom 95 (F): -0.260, atom 96 (F): -0.009, atom 97 (C): -0.289, atom 98 (F): -0.252, atom 99 (F): 0.549


What did the first record say?
C2H3OPS in the gas phase at a distorted geometry, computed with wB97M-V/def2-TZVPD.

Cartesian coordinates (Å):
C (1.51, 0.17, 0.03)
C (0.21, 0.63, 0.32)
O (-0.69, -0.52, 0.55)
P (2.98, -0.27, -0.22)
S (-2.10, -0.73, -0.19)
H (-1.67, -1.75, -1.23)
H (0.10, 1.32, 1.15)
H (-0.34, 1.15, -0.42)

Results
Spin multiplicity: 3
HOMO-LUMO gap (spin up / spin down): 5.78 / 6.94 eV
E_HOMO (spin up / spin down): -5.43 / -9.63 eV
Relative energy (zero: lowest compared OMol25 entry of this formula, charge and spin): 401.4 kJ/mol
Expectation value of S²: 2.01

Just the natural (NBO) charges please, in e? Sure, here they are: atom 1 (C): -0.547, atom 2 (C): -0.236, atom 3 (O): -0.770, atom 4 (P): 0.538, atom 5 (S): 0.504, atom 6 (H): 0.075, atom 7 (H): 0.228, atom 8 (H): 0.208


- Which formula does entry 2 have?
  C35H54F36N9O25S12